Computed, not measured: the molecule C4H7NO2, with ωB97M-V with the def2-TZVPD basis set.

## Properties
LUMO energy = 0.52 eV
relative energy (zero: lowest compared OMol25 entry of this formula, charge and spin) = 3.542 eV
orbital gap = 10.47 eV
HOMO energy = -0.3657 hartree
SMILES = [H]/N=C1/CO[C@H](C)O1
strongest force on any atom = 0.0426 hartree/bohr
E = -9843.737 eV

Structure (XYZ):
```
14
Properties=species:S:1:pos:R:3:lowdin_charge:R:1
H -1.0317 -1.9348 -1.4876 0.06
N -1.3446 -1.8572 -0.5324 0.19
C -0.4764 -1.2280 0.1165 -0.56
C -0.6636 -1.0214 1.5204 0.12
O -0.6503 0.6244 0.8567 -0.07
C 0.5845 0.6908 0.1511 -0.41
C 0.7090 1.6194 -1.0730 0.00
O 0.7124 -0.6665 -0.3144 0.00
H -1.6568 -1.2892 1.9089 0.12
H 0.1476 -1.4372 2.1602 0.13
H 1.3749 0.9570 0.8653 0.14
H 1.7168 1.5056 -1.5124 0.09
H 0.5946 2.6757 -0.8109 0.08
H -0.0165 1.3615 -1.8485 0.09
```

Computed, not measured: a cluster of 2 separate species, C5H15N2O in total, with ωB97M-V with the def2-TZVPD basis set.

## Properties
LUMO energy = -3.07 eV
relative energy (zero: lowest compared OMol25 entry of this formula, charge and spin) = 0.668 eV
charge = +1
orbital gap = 11.28 eV
HOMO energy = -0.5272 hartree
strongest force on any atom = 0.0514 hartree/bohr
E = -10449.892 eV

Structure (XYZ):
```
23
Properties=species:S:1:pos:R:3:lowdin_charge:R:1
C 0.1489 0.9844 2.9410 -0.09
C 0.3012 1.6203 1.5688 -0.24
C -0.4666 0.8996 0.3981 -0.21
C -0.5790 -0.6264 0.4448 -0.19
N 0.6946 -1.3009 0.3292 0.08
C 1.3305 -1.3811 -0.8176 -0.12
N 0.9196 -0.8832 -1.9610 0.21
H 0.0446 1.7922 3.6416 0.07
H -0.6775 0.2970 2.9835 0.06
H 1.0399 0.4336 3.2771 0.08
H 0.1066 2.6811 1.4532 0.11
H 1.3379 1.6173 1.2158 0.10
H -0.0873 1.2951 -0.5409 0.09
H -1.5381 1.2194 0.5188 0.13
H -1.2435 -0.7991 1.3261 0.13
H -1.3097 -0.9851 -0.3475 0.13
H 1.1634 -1.6017 1.1807 0.17
H 2.2450 -1.9906 -0.7640 0.17
H 0.0975 -0.2882 -2.0878 0.08
H 1.4948 -1.0051 -2.7871 0.14
H -2.2412 1.0884 -2.8742 0.08
H -2.0733 -0.4466 -2.8270 0.06
O -1.7881 0.3721 -2.4084 -0.05
```

Computed, not measured: a structure of composition C27H20AsF5N5O5PS6Zr, with ωB97M-V with the def2-TZVPD basis set.

## Properties
LUMO energy = 3.97 eV
relative energy (zero: lowest compared OMol25 entry of this formula, charge and spin) = 0.419 eV
charge = -2
orbital gap = 5.97 eV
HOMO energy = -0.0735 hartree
strongest force on any atom = 0.0110 hartree/bohr
E = -196028.019 eV

Structure (XYZ):
```
71
Properties=species:S:1:pos:R:3:lowdin_charge:R:1
Zr 0.4304 -1.1876 1.5180 1.17
N -0.9018 -4.7120 -0.8630 0.04
C 0.0652 -3.8083 -0.6723 -0.10
N -0.0099 -3.3938 0.5737 0.03
C -1.0737 -4.0665 1.0927 -0.32
N -1.6553 -4.8810 0.2481 0.14
C -1.4597 -3.7703 2.4741 -0.20
C -2.2634 -4.5771 3.2605 -0.07
N -2.5023 -4.2963 4.5379 0.08
C -1.9127 -3.2060 5.0243 -0.10
C -1.1199 -2.3762 4.2445 -0.14
N -0.9239 -2.6531 2.9619 -0.04
H -1.1703 -5.1578 -1.7202 0.15
H 0.7908 -3.4532 -1.3982 0.12
H -2.7064 -5.4735 2.8441 0.11
H -2.0797 -2.9785 6.0689 0.11
H -0.6300 -1.4936 4.6447 0.07
O 2.3300 -2.1783 -1.8928 -0.01
C 2.4692 -1.3610 -0.9802 -0.69
O 2.1096 -1.5511 0.2384 -0.31
C 3.1464 -0.0274 -1.2301 -0.24
P 1.9989 1.4316 -1.2369 1.07
C 3.3270 2.7036 -1.4246 -0.36
C 3.7358 3.2881 -2.6206 -0.10
C 4.7565 4.2312 -2.6344 -0.11
C 5.3909 4.5917 -1.4535 -0.12
C 4.9967 4.0081 -0.2566 -0.09
C 3.9670 3.0795 -0.2403 -0.10
C 1.2976 1.4108 -2.9323 -0.39
C 0.4962 2.4963 -3.2934 -0.13
C -0.1288 2.5466 -4.5292 -0.11
C 0.0161 1.4911 -5.4229 -0.11
C 0.7876 0.3954 -5.0638 -0.09
C 1.4280 0.3539 -3.8296 -0.07
H 3.7514 -0.0605 -2.1367 0.09
H 3.7832 0.1698 -0.3619 0.09
H 3.2550 3.0061 -3.5497 0.09
H 5.0618 4.6795 -3.5729 0.09
H 6.1901 5.3232 -1.4658 0.09
H 5.4878 4.2766 0.6703 0.10
H 3.6542 2.6268 0.6963 0.08
H 0.3606 3.3107 -2.5886 0.11
H -0.7400 3.4023 -4.7910 0.09
H -0.4820 1.5193 -6.3845 0.09
H 0.8868 -0.4424 -5.7435 0.10
H 1.9997 -0.5241 -3.5547 0.09
S 1.8810 0.0773 5.6934 -0.21
As 2.7399 -0.3414 3.8151 -0.52
S 1.9871 -2.3377 3.1588 0.03
S 1.6537 0.8547 2.2567 -0.06
S 4.8068 -0.1438 3.5119 -0.22
C -2.3617 0.7110 -0.8558 -0.12
S -1.5966 -0.8566 -0.6887 0.42
O -2.0017 -1.6705 -1.8063 -0.30
O -1.9219 -1.4111 0.6401 -0.42
O -0.1369 -0.5675 -0.6309 -0.48
H -3.4341 0.5884 -0.7189 0.07
H -2.1335 1.0681 -1.8591 0.07
H -1.9312 1.3595 -0.0937 0.05
F -7.1782 0.8989 1.4034 0.09
C -5.8672 0.8597 1.7011 -0.16
C -5.0797 1.9817 1.5502 -0.16
F -5.6359 3.1156 1.0846 0.09
C -3.7335 1.9333 1.8600 -0.28
F -3.0308 3.0571 1.6623 0.07
C -3.0905 0.7810 2.3307 -0.56
S -1.3878 0.8007 2.6901 0.57
C -3.9420 -0.3203 2.4982 -0.24
F -3.4780 -1.4662 3.0001 0.09
C -5.2875 -0.2965 2.1827 -0.15
F -6.0508 -1.3879 2.3598 0.10
```